1.
Below is an isolated molecule of C4H7NO2, with properties calculated with ωB97M-V/def2-TZVPD.

```
14
Properties=species:S:1:pos:R:3:forces:R:3:lowdin_charge:R:1
O -2.0829 1.3778 0.8851 0.430 -0.005 -0.570 0.072
O 1.3422 1.2251 0.8675 -0.069 -0.338 -0.313 0.063
N 1.9971 -0.2331 -0.7286 0.053 -0.061 0.038 0.169
C -1.1480 1.3623 0.1222 -0.381 -0.012 0.501 -0.228
C -0.9478 -1.1181 0.4920 0.026 -0.080 0.049 -0.051
C -0.4153 0.0872 -0.2853 0.005 0.027 0.096 -0.258
C 1.0501 0.4017 0.0142 0.092 0.124 0.164 -0.522
H 2.9588 -0.0519 -0.4821 -0.105 -0.093 -0.015 0.112
H -0.8137 -0.9647 1.5663 0.003 -0.024 -0.157 0.095
H -0.5485 -0.0732 -1.3659 0.027 0.121 0.148 0.148
H 1.7932 -1.0327 -1.3059 -0.068 0.170 0.070 0.104
H -0.4469 -2.0470 0.1995 -0.034 0.168 0.022 0.079
H -0.7182 2.2946 -0.2860 -0.162 -0.014 -0.063 0.132
H -2.0202 -1.2280 0.3070 0.184 0.016 0.032 0.085
```
Positions in Å, forces in eV/Å.

Max |F|, eV Å⁻¹: 0.71
Energy, Ha: -361.8622
E_HOMO, eV: -9.87
Charge: 0
Structure (SMILES): C[C@@H](C=O)C(N)=O
Energy relative to the best compared isomer or geometry (same formula, charge and spin), eV: 0.508

=====

2.
Below is a 3-piece molecular cluster, C20H52B2BrF5N9O6P2 overall in a non-equilibrium geometry, with properties calculated with ωB97M-V/def2-TZVPD.

```
97
Properties=species:S:1:pos:R:3:forces:R:3:lowdin_charge:R:1
Br -5.1683 -1.5533 0.6416 0.152 0.019 0.090 0.766
P -3.1976 -8.6918 -1.2479 -2.322 1.609 -5.142 0.695
P 3.9478 7.9395 -0.3343 -0.004 -1.641 6.781 0.720
F 1.7762 -1.7671 -0.1402 -0.431 -0.207 0.333 0.169
F 1.0209 0.0619 -0.9155 -0.225 0.303 0.289 0.178
F 3.4063 -0.4714 1.0434 -0.306 0.198 -0.075 0.188
F 1.8545 -0.0463 2.4552 -0.246 0.461 -0.248 0.178
F 2.3636 1.3903 0.8451 -0.446 -0.055 0.349 0.196
O 0.5816 4.5209 2.0594 0.373 -0.495 -0.870 0.148
O -0.2339 -4.0947 -0.6058 -0.247 0.045 0.687 0.188
O -2.3053 -3.1091 -0.1239 0.204 1.438 0.029 0.133
O -4.4746 -9.0084 -0.5122 2.430 -0.566 2.382 -0.295
O 3.0635 6.7632 -0.7135 0.646 1.057 -3.565 -0.323
O 0.0676 3.8850 -0.2279 0.566 -0.678 0.546 0.202
N -3.4415 -7.0114 -1.5376 0.215 0.289 0.082 -0.338
N -0.0922 -0.9336 0.8504 0.015 -0.351 -0.104 0.107
N -1.5294 -8.5992 -1.5956 0.060 -1.007 1.722 -0.311
N -3.4323 -9.7598 -2.5779 -0.481 -0.583 0.316 -0.324
N 5.0038 9.2767 -0.2510 -1.039 0.379 -1.948 -0.305
N 5.1024 6.9840 0.5328 0.570 -0.202 0.065 -0.365
N -0.8576 1.3075 0.7018 0.597 -0.286 0.141 0.062
N 2.7529 8.7439 0.6018 -0.702 0.241 -0.720 -0.321
N -2.2154 -0.3758 1.5773 -0.149 0.444 -1.633 0.136
C -4.7267 -0.2959 3.2415 0.189 0.469 -0.248 -0.114
C 5.9167 6.0963 -0.2810 -0.258 0.145 -0.369 -0.137
C 2.8296 8.9747 2.0253 0.352 0.574 0.047 -0.133
C 5.2132 6.7126 1.9427 0.067 0.277 0.179 -0.134
C -0.3513 2.2317 1.7297 -1.041 0.704 -0.449 -0.046
C 1.3705 8.5009 0.1974 -0.085 -0.128 0.082 -0.140
C 6.2762 9.3774 0.4381 0.680 -0.351 -0.339 -0.101
C -4.6605 -0.0278 1.7384 -0.157 0.533 0.668 -0.735
C -3.3340 0.5795 1.3023 -0.597 -0.938 0.233 -0.200
C 1.1792 -0.6241 0.2269 0.750 0.043 -0.527 -0.390
C -1.0337 -0.0138 1.0302 -0.577 0.263 0.248 -0.257
C -4.3594 -10.8703 -2.3663 -0.236 0.061 0.109 -0.136
C 2.2116 0.1129 1.1751 1.017 -0.619 -0.161 -0.513
C 4.4926 10.5769 -0.6898 0.006 0.078 -0.228 -0.120
C -3.8707 -6.3306 -2.7320 0.217 0.042 -0.326 -0.121
C -0.7810 -7.4488 -2.0582 0.074 0.539 0.467 -0.109
C -0.2916 -2.3285 1.2827 -0.799 -0.899 0.430 0.020
C -0.7822 -9.8519 -1.7051 0.047 -0.089 0.138 -0.121
C -3.4998 -6.1762 -0.3519 0.016 -0.503 0.380 -0.128
C -3.4609 -9.3647 -3.9682 0.648 0.088 -0.150 -0.139
B -0.9792 -3.2236 0.1415 0.571 -0.705 -0.555 -0.642
B 0.1365 3.6048 1.1030 -0.185 0.511 0.615 -0.621
H 5.2649 11.1505 -1.2067 0.056 -0.086 0.019 0.081
H -5.4044 -10.5620 -2.4845 -0.030 -0.076 0.055 0.085
H 6.2536 6.8422 2.2726 0.018 -0.163 -0.004 0.084
H -2.5333 -1.2656 1.1720 0.169 -0.447 0.779 0.092
H 0.4352 1.8559 2.3803 0.055 -0.295 -0.127 0.107
H -3.7995 -5.1569 -0.5856 -0.035 -0.043 -0.219 0.063
H -1.1774 2.5094 2.3931 0.014 -0.036 0.122 0.123
H -4.2365 -11.2981 -1.3758 -0.085 0.101 0.047 0.070
H -4.9677 0.6580 3.7120 0.005 0.044 0.118 0.087
H 0.2230 -9.7484 -1.2885 -0.036 0.111 0.020 0.078
H 6.9243 8.5252 0.2524 -0.105 -0.070 0.127 0.072
H -0.6043 1.5026 -0.2565 0.393 0.028 0.097 0.144
H 6.5148 5.4267 0.3359 -0.033 0.085 0.147 0.079
H -1.0052 -6.5467 -1.4933 -0.184 0.021 -0.123 0.052
H -5.5098 -0.9889 3.5208 0.070 -0.234 -0.013 0.074
H -1.2712 -10.6485 -1.1493 -0.078 -0.028 -0.093 0.078
H 1.2714 8.5090 -0.8843 0.037 -0.136 0.000 0.071
H -3.7955 -6.9360 -3.6293 -0.041 -0.170 0.126 0.049
H -2.6348 -8.6962 -4.2222 -0.069 0.141 0.110 0.070
H -0.9563 -7.2589 -3.1217 -0.053 0.030 0.012 0.086
H 0.2912 -7.6136 -1.9243 -0.049 -0.229 -0.010 0.082
H -3.2215 -5.4611 -2.9269 -0.090 0.048 0.056 0.076
H 4.1379 11.1642 0.1617 -0.002 -0.022 0.011 0.087
H 5.3025 5.4742 -0.9410 0.030 0.007 -0.016 0.068
H -4.2165 -6.5639 0.3797 0.043 0.004 0.017 0.080
H 2.6039 8.0671 2.6004 0.046 0.013 0.035 0.082
H -3.2294 1.5034 1.8577 0.347 0.147 -0.072 0.126
H 1.5043 4.3194 2.2498 0.130 0.385 0.443 0.110
H -4.1518 -11.6684 -3.0835 0.099 0.141 -0.121 0.081
H -3.7488 -0.5826 3.6196 -0.083 -0.432 0.139 0.073
H 2.1044 9.7369 2.3228 -0.063 -0.028 -0.101 0.084
H -3.3325 -10.2396 -4.6110 -0.037 -0.064 0.092 0.083
H 4.6403 7.3922 2.5646 -0.153 0.019 -0.150 0.046
H -4.4143 -8.8957 -4.2427 0.034 0.029 -0.053 0.084
H -2.5120 -6.1193 0.1319 -0.070 0.065 0.090 0.072
H -3.4033 0.7289 0.2296 0.220 0.464 -0.053 0.123
H -2.4802 -3.1208 -1.0710 -0.372 -0.569 -0.091 0.126
H -0.6928 -10.1655 -2.7488 -0.024 -0.005 -0.001 0.087
H 0.9948 7.5421 0.5766 -0.060 0.005 -0.050 0.072
H 6.1346 9.4939 1.5162 -0.061 -0.086 -0.005 0.087
H 4.9033 5.6893 2.1992 -0.008 -0.003 -0.002 0.079
H 3.6695 10.4574 -1.3907 -0.089 -0.009 0.092 0.075
H 6.8339 10.2452 0.0801 -0.219 0.097 -0.072 0.085
H 3.8021 9.3691 2.3253 0.085 -0.164 -0.048 0.073
H 0.6363 -2.7579 1.6427 0.283 0.220 -0.141 0.133
H 6.6166 6.6672 -0.9078 0.023 -0.099 -0.061 0.073
H -5.3925 0.7462 1.5310 -0.226 -0.152 -0.358 0.092
H 0.7855 4.5019 -0.4389 -0.392 0.478 -0.306 0.127
H 0.4886 -4.4151 -0.0553 0.493 -0.008 -0.510 0.116
H -0.9523 -2.3552 2.1499 0.018 0.441 0.130 0.136
H -4.9053 -5.9725 -2.6613 -0.003 -0.028 0.018 0.089
H 0.7240 9.2971 0.5751 0.148 0.053 0.148 0.082
```
Positions in Å, forces in eV/Å.

Max |F|, eV Å⁻¹: 6.98
Energy, Ha: -5543.1199
E_HOMO, eV: -9.52
Charge: +1

=====

3.
Below is an isolated molecule of C18H14ClN3O4, with properties calculated with ωB97M-V/def2-TZVPD.

```
40
Properties=species:S:1:pos:R:3:forces:R:3:lowdin_charge:R:1
Cl -0.8331 4.5905 2.6372 0.015 -0.012 0.225 0.674
O -1.8904 2.4721 -3.2140 -0.092 0.048 -0.105 0.066
O -1.4466 -2.0139 -2.8904 0.082 -0.297 -0.080 0.034
O 0.1973 -3.6595 -2.0447 -0.013 0.063 0.027 0.115
O -0.9690 -0.0060 0.7388 -0.164 0.010 -0.018 0.001
N 0.4938 -1.5516 1.4468 -0.128 0.227 0.073 -0.003
N -1.1421 1.2163 -1.5034 0.311 -0.055 0.493 0.099
N -1.4255 0.0721 -2.2215 -0.591 0.460 -0.629 0.135
C -1.2978 3.5926 -1.1906 -0.061 0.460 0.131 -0.120
C -0.9952 4.6843 0.9174 -0.004 0.035 -0.204 -0.660
C -0.9493 5.9230 0.2966 -0.009 -0.092 0.063 -0.102
C 0.5107 -0.8709 2.7278 -0.125 0.303 0.252 -0.009
C -1.1120 -1.2091 -1.9993 0.106 0.267 0.162 -0.354
C -1.2641 4.8359 -1.8181 -0.021 -0.218 -0.063 -0.014
C -0.3494 -1.6874 -0.8183 0.065 -0.271 -0.265 0.044
C -0.3084 -1.0158 0.4582 0.052 -0.049 0.057 -0.335
C 1.8920 -4.5818 -0.0990 -0.076 0.139 0.029 0.003
C -1.0888 5.9905 -1.0792 0.011 -0.042 0.041 -0.063
C 1.1553 -3.4033 0.0759 0.132 -0.123 0.200 -0.070
C -1.1706 3.5170 0.1941 0.001 0.087 -0.142 -0.043
C 2.0915 -3.1739 2.2867 -0.013 0.092 0.093 -0.010
C 2.8126 -4.3301 2.0906 -0.073 0.032 -0.088 -0.063
C -1.4960 2.4011 -2.0613 0.212 -0.515 -0.132 -0.423
C 0.2992 -2.9110 -0.9705 -0.188 0.316 -0.049 -0.191
C 1.2446 -2.6872 1.2818 0.165 -0.557 -0.472 -0.138
C 2.7151 -5.0432 0.8980 0.047 -0.075 -0.027 -0.072
H -1.8935 0.2799 -3.1057 0.119 -0.111 0.272 0.165
H 1.5042 -0.4725 2.9360 0.001 -0.038 0.034 0.103
H -0.1994 -0.0478 2.6744 0.167 -0.154 0.066 0.089
H -1.0589 1.0325 -0.4913 -0.104 0.045 -0.281 0.082
H 1.7942 -5.1065 -1.0359 0.007 -0.062 -0.060 0.121
H 3.2840 -5.9493 0.7618 0.045 -0.080 -0.029 0.105
H -1.3792 4.8703 -2.8906 -0.018 -0.004 -0.073 0.118
H -1.2223 2.5789 0.7232 0.011 -0.102 0.088 0.099
H 3.4614 -4.6869 2.8763 0.046 -0.009 0.077 0.109
H -0.8123 6.8170 0.8845 0.011 0.053 0.078 0.105
H -0.4915 -3.2161 -2.6443 0.039 0.100 0.232 0.092
H 0.2082 -1.5520 3.5230 0.054 -0.016 0.002 0.103
H -1.0613 6.9502 -1.5722 0.007 0.078 -0.045 0.108
H 2.1926 -2.6481 3.2210 -0.025 0.068 0.066 0.101
```
Positions in Å, forces in eV/Å.

Max |F|, eV Å⁻¹: 0.98
Energy, Ha: -1619.8193
E_HOMO, eV: -8.81
Charge: 0
Structure (SMILES): Cn1c(=O)c(C(=O)NNC(=O)c2cccc(Cl)c2)c(O)c2ccccc21
Energy relative to the best compared isomer or geometry (same formula, charge and spin), eV: 0.000

=====

4.
Below is C30H24Br2NOPZn as an isolated structure, with properties calculated with ωB97M-V/def2-TZVPD.

```
60
Properties=species:S:1:pos:R:3:forces:R:3:lowdin_charge:R:1
Br 3.8185 -0.9875 -3.7689 -0.069 -0.160 -0.100 0.786
Br 0.8126 -5.5365 -5.3297 0.028 0.178 0.086 0.750
Zn -0.5371 0.3451 -1.7614 -0.112 -0.003 -0.326 0.705
P -0.5893 0.4706 0.8055 0.195 0.492 0.291 1.095
O 1.1952 -0.2273 -2.5005 -0.451 0.519 0.325 -0.145
N -1.1198 -1.6051 -2.3512 -0.188 0.430 0.189 0.044
C -1.9679 2.5944 1.9908 0.088 0.015 0.027 -0.089
C -1.3389 -1.0500 2.9212 -0.003 0.009 -0.028 -0.108
C -0.5516 -0.9926 5.1683 -0.043 -0.028 0.045 -0.076
C 3.3495 -0.0058 -0.0553 -0.011 0.014 0.016 -0.055
C -2.8155 3.6845 1.9955 -0.017 0.000 0.138 -0.087
C 1.1161 -1.3633 -3.0759 0.492 -0.609 -0.501 -0.421
C 2.0845 -3.1656 -4.4206 -0.375 -0.412 -0.096 -0.166
C -3.2125 4.2443 0.7927 -0.031 0.072 -0.030 -0.083
C 0.2613 0.0781 4.8424 0.064 0.042 0.005 -0.043
C 0.9031 -3.8691 -4.4066 0.361 -0.241 -0.243 -0.623
C 3.7668 1.2577 -0.4355 -0.004 -0.030 0.041 -0.075
C -1.3687 -1.5577 4.2047 0.000 -0.055 0.135 -0.084
C 2.8762 2.3165 -0.4130 0.024 0.107 -0.063 -0.067
C -2.7544 3.7047 -0.3924 -0.030 0.077 0.103 -0.056
C 2.0456 -0.2377 0.3572 0.021 0.094 0.058 -0.297
C -0.5126 0.0178 2.5798 -0.182 -0.310 -0.293 -0.341
C -0.2212 -3.3844 -3.7166 0.019 0.282 0.147 -0.190
C 2.1849 -1.9476 -3.7640 -0.053 0.562 0.375 -0.590
C -1.4590 2.1169 -1.7766 0.168 -0.393 0.170 -0.210
C 1.1515 0.8407 0.3909 -0.009 0.087 -0.024 -0.384
C 1.6019 -1.6153 0.7477 0.105 -0.057 -0.017 -0.046
C 1.1977 1.7737 3.2724 0.086 0.072 0.046 -0.034
C 1.5709 2.1057 -0.0104 -0.078 -0.046 0.032 -0.100
C -1.4783 2.0585 0.7967 -0.284 -0.044 -0.011 -0.326
C -0.0993 -2.1348 -3.0483 0.308 -0.618 -0.447 -0.142
C 0.3017 0.6063 3.5558 -0.059 -0.013 -0.034 -0.268
C -1.8893 2.6098 -0.4276 -0.114 0.254 0.072 -0.335
C -2.2638 -2.2410 -2.2651 -0.075 0.132 0.102 -0.107
C -2.4866 -3.4643 -2.9078 0.151 -0.109 -0.094 -0.037
C -1.4716 -4.0298 -3.6357 -0.187 0.108 0.123 -0.018
H -3.1764 4.0839 2.9330 -0.012 0.012 0.046 0.102
H 2.1389 1.4329 2.8358 0.010 0.088 -0.038 0.091
H -1.6209 -4.9665 -4.1535 0.021 -0.035 0.009 0.081
H -3.0684 4.1347 -1.3336 -0.036 0.040 -0.079 0.112
H -2.0134 -2.3875 4.4509 -0.068 -0.074 0.012 0.102
H -3.0317 -1.7653 -1.6675 -0.064 -0.014 -0.034 0.118
H 0.6492 -1.8638 0.2707 0.008 -0.089 0.008 0.060
H 0.8852 0.5238 5.6061 0.034 0.037 0.036 0.112
H 2.3441 -2.3544 0.4536 0.006 -0.055 -0.034 0.085
H 0.8691 2.9298 0.0040 -0.032 0.047 0.005 0.109
H -0.5519 -1.3772 6.1780 -0.004 -0.032 0.067 0.104
H 4.0379 -0.8362 -0.1146 0.079 -0.094 0.031 0.111
H -3.4503 -3.9421 -2.8280 -0.060 -0.038 0.013 0.107
H 4.7833 1.4110 -0.7635 0.110 0.012 -0.048 0.105
H -0.7686 2.8528 -2.1957 0.164 -0.075 -0.080 0.053
H 1.4529 -1.6899 1.8266 -0.019 -0.051 0.006 0.082
H -1.6946 2.1346 2.9301 0.000 0.041 0.052 0.096
H -2.3344 2.1330 -2.4294 0.042 -0.078 -0.089 0.041
H 0.7375 2.4706 2.5733 0.069 0.004 0.037 0.067
H 1.4254 2.3079 4.1949 -0.001 -0.010 0.004 0.085
H 2.9403 -3.5564 -4.9476 0.074 -0.044 -0.043 0.097
H -3.8812 5.0949 0.7818 -0.024 0.018 -0.014 0.102
H 3.1932 3.3036 -0.7181 0.018 0.053 -0.024 0.106
H -1.9635 -1.4865 2.1544 -0.054 -0.084 -0.065 0.096
```
Positions in Å, forces in eV/Å.

Max |F|, eV Å⁻¹: 0.93
Energy, Ha: -8556.3690
E_HOMO, eV: -7.56
Charge: 0
Energy relative to the best compared isomer or geometry (same formula, charge and spin), eV: 0.410

=====

5.
Below is an isolated molecule of C4H7NO3 in a non-equilibrium geometry, with properties calculated with ωB97M-V/def2-TZVPD.

```
15
Properties=species:S:1:pos:R:3:forces:R:3:lowdin_charge:R:1
O 0.5128 -1.3840 -0.2025 -5.459 1.598 -0.436 -0.039
O -2.7468 0.2626 0.1955 -2.170 -3.831 -0.920 -0.006
O -0.2902 1.0005 -0.1121 -1.234 -1.653 0.224 -0.041
N -1.8544 -0.7450 -0.1750 3.041 0.085 0.978 0.075
C 1.0237 1.4969 0.1094 1.101 -1.144 -3.380 -0.134
C 1.6346 -0.9399 0.4789 -0.554 2.299 -1.901 -0.225
C -0.6043 -0.3714 -0.1372 0.446 -0.972 -0.240 -0.242
C 1.9836 0.3456 -0.2705 1.519 -0.264 0.672 -0.127
H 1.1533 2.4187 -0.5481 -0.273 -1.193 0.935 0.151
H 3.0515 0.5586 -0.1039 -0.380 0.514 0.170 0.120
H 1.9759 -0.1719 -1.2603 -0.439 1.784 -0.019 0.142
H 1.5130 -0.9753 1.5062 -0.191 0.320 2.216 0.116
H 1.1577 1.7213 1.1218 0.156 0.538 1.599 0.104
H -2.2631 1.0152 0.2338 2.298 4.114 0.258 0.007
H 2.3605 -1.5718 0.1440 2.139 -2.197 -0.155 0.099
```
Positions in Å, forces in eV/Å.

Max |F|, eV Å⁻¹: 5.71
Energy, Ha: -436.9458
E_HOMO, eV: -9.10
Charge: 0
Structure (SMILES): ON=C1OCCCO1
Energy relative to the best compared isomer or geometry (same formula, charge and spin), eV: 5.376

=====

6.
Below is H5Na6O3 as an isolated structure in a non-equilibrium geometry, with properties calculated with ωB97M-V/def2-TZVPD.

```
14
Properties=species:S:1:pos:R:3:forces:R:3:lowdin_charge:R:1
Na 1.7513 0.0409 -0.0386 1.529 1.251 0.810 0.748
Na 0.5913 -1.7754 -2.7040 0.659 -0.130 -1.429 0.885
Na -2.4237 -2.8060 -1.1547 -1.063 -1.092 -0.444 0.903
Na 0.8723 -3.2325 0.4482 0.740 -1.072 0.755 0.902
Na -1.7450 -1.0925 1.6034 -0.101 0.364 1.669 0.804
Na -2.0310 0.4908 -1.6195 -0.687 1.268 -0.723 0.894
O 1.1659 2.0439 -1.0513 0.031 -0.299 0.145 -0.046
O -0.4168 -1.2506 -0.5587 -0.193 0.058 -0.236 -0.420
O 0.0461 0.5539 2.3869 -0.652 -0.189 -0.637 -0.036
H -0.5908 1.2226 2.0878 0.423 0.490 0.485 0.074
H 0.3143 0.8843 3.2759 0.047 -0.304 -0.251 0.139
H 2.0353 2.4978 -0.9971 -0.347 0.089 -0.184 0.126
H 0.5556 2.7616 -1.2963 0.355 0.059 0.054 0.103
H -0.1247 -0.3388 -0.3819 -0.742 -0.494 -0.013 -0.075
```
Positions in Å, forces in eV/Å.

Max |F|, eV Å⁻¹: 2.14
Energy, Ha: -1200.3645
E_HOMO, eV: -28.91
Charge: +5
Energy relative to the best compared isomer or geometry (same formula, charge and spin), eV: 0.000

=====

Look up the max |F| of the sixth one. 2.14 eV Å⁻¹